Entry 1:
{"formula": "C25H61N4O4P", "method": "ωB97M-V/def2-TZVPD", "symbols": ["C", "C", "O", "P", "O", "O", "C", "N", "O", "C", "C", "C", "C", "H", "H", "H", "H", "H", "H", "H", "H", "H", "H", "H", "H", "H", "H", "H", "H", "C", "C", "N", "C", "C", "C", "C", "H", "H", "H", "H", "H", "H", "H", "H", "H", "H", "H", "H", "H", "H", "H", "C", "C", "N", "C", "C", "C", "C", "H", "H", "H", "H", "H", "H", "H", "H", "H", "H", "H", "H", "H", "H", "H", "C", "C", "N", "C", "C", "C", "C", "H", "H", "H", "H", "H", "H", "H", "H", "H", "H", "H", "H", "H", "H", "H"], "positions_angstrom": [[4.31, -1.70, 0.39], [3.23, -1.93, -0.42], [2.15, -1.09, -0.41], [0.73, -1.77, -0.68], [0.36, -2.69, 0.40], [0.83, -2.49, -2.10], [0.61, -3.94, -2.13], [0.66, -4.39, -3.49], [-0.19, -0.52, -0.88], [-1.51, -0.72, -1.44], [-2.59, -0.98, -0.37], [-3.40, -2.27, -0.57], [-2.88, -3.49, 0.22], [4.59, -2.41, 1.15], [4.87, -0.78, 0.23], [3.23, -2.69, -1.19], [-0.38, -4.13, -1.73], [1.36, -4.43, -1.52], [-0.25, -4.25, -3.91], [1.28, -3.78, -4.02], [-1.74, 0.22, -1.93], [-1.52, -1.49, -2.22], [-3.28, -0.14, -0.37], [-2.09, -0.97, 0.61], [-4.41, -2.06, -0.22], [-3.51, -2.52, -1.63], [-2.50, -4.27, -0.45], [-3.73, -3.96, 0.74], [-2.15, -3.23, 0.97], [9.00, -0.54, 5.47], [8.41, 0.48, 4.51], [8.02, -0.10, 3.23], [7.72, 0.89, 2.21], [6.52, 1.81, 2.43], [7.11, -1.23, 3.31], [5.76, -1.00, 4.00], [9.84, -1.07, 5.02], [9.37, -0.02, 6.37], [8.26, -1.27, 5.80], [9.17, 1.24, 4.30], [7.58, 1.00, 5.01], [7.60, 0.37, 1.26], [8.62, 1.51, 2.10], [5.57, 1.30, 2.27], [6.56, 2.64, 1.71], [6.51, 2.25, 3.43], [7.63, -2.05, 3.82], [6.94, -1.60, 2.30], [5.86, -0.43, 4.93], [5.29, -1.95, 4.25], [5.06, -0.46, 3.35], [-7.56, -0.30, -0.10], [-7.49, -0.43, -1.61], [-7.95, -1.72, -2.10], [-7.63, -1.95, -3.50], [-8.27, -1.04, -4.56], [-9.29, -2.10, -1.69], [-10.45, -1.17, -2.05], [-7.02, -1.11, 0.39], [-7.10, 0.65, 0.20], [-8.58, -0.29, 0.27], [-6.44, -0.32, -1.91], [-8.03, 0.42, -2.06], [-7.86, -2.99, -3.73], [-6.54, -1.87, -3.60], [-9.32, -1.28, -4.72], [-7.76, -1.18, -5.51], [-8.19, 0.01, -4.29], [-9.28, -2.23, -0.60], [-9.49, -3.10, -2.08], [-10.21, -0.12, -1.86], [-11.32, -1.42, -1.44], [-10.75, -1.27, -3.09], [1.68, 1.98, -1.33], [1.99, 3.47, -1.25], [0.87, 4.25, -0.76], [1.05, 5.68, -0.93], [2.19, 6.37, -0.17], [0.33, 3.83, 0.53], [1.28, 3.79, 1.73], [0.78, 1.80, -1.92], [2.51, 1.45, -1.80], [1.54, 1.54, -0.34], [2.22, 3.83, -2.26], [2.91, 3.61, -0.66], [0.10, 6.17, -0.68], [1.20, 5.86, -2.00], [1.96, 6.49, 0.89], [2.34, 7.37, -0.57], [3.13, 5.83, -0.26], [-0.09, 2.83, 0.40], [-0.52, 4.46, 0.76], [2.24, 3.34, 1.48], [0.84, 3.19, 2.53], [1.47, 4.78, 2.14]], "lowdin_charge": [0.020, -0.209, -0.122, 0.380, -0.206, -0.181, -0.279, 0.037, -0.172, -0.178, -0.170, -0.241, -0.096, 0.054, 0.053, 0.117, 0.108, 0.117, 0.072, 0.079, 0.122, 0.114, 0.104, 0.116, 0.086, 0.101, 0.057, 0.066, 0.060, -0.092, -0.277, -0.200, -0.250, -0.085, -0.247, -0.082, 0.079, 0.072, 0.064, 0.117, 0.101, 0.108, 0.108, 0.049, 0.069, 0.066, 0.101, 0.103, 0.066, 0.072, 0.048, -0.091, -0.279, -0.201, -0.253, -0.086, -0.247, -0.082, 0.073, 0.073, 0.065, 0.112, 0.102, 0.111, 0.105, 0.055, 0.070, 0.066, 0.100, 0.114, 0.066, 0.071, 0.054, -0.096, -0.268, -0.200, -0.254, -0.087, -0.245, -0.079, 0.077, 0.075, 0.055, 0.117, 0.101, 0.110, 0.108, 0.054, 0.069, 0.065, 0.098, 0.113, 0.065, 0.072, 0.054], "lumo_ev": 0.1, "homo_lumo_gap_ha": 0.2998, "smiles": "C=CO[P@](=O)(OCN)OCCCC.CCN(CC)CC.CCN(CC)CC.CCN(CC)CC", "homo_energy_ev": -8.017, "total_charge": 0}

Entry 2:
{"formula": "C25H63F9N5O10", "method": "ωB97M-V/def2-TZVPD", "symbols": ["N", "H", "H", "H", "H", "N", "H", "H", "H", "H", "C", "O", "O", "C", "F", "F", "F", "C", "C", "H", "H", "H", "H", "H", "H", "C", "O", "O", "C", "F", "F", "F", "C", "C", "H", "H", "H", "H", "H", "H", "C", "O", "O", "C", "F", "F", "F", "C", "C", "H", "H", "H", "H", "H", "H", "C", "O", "H", "H", "H", "H", "C", "C", "C", "O", "C", "N", "H", "H", "H", "H", "H", "H", "H", "H", "H", "H", "H", "C", "C", "C", "O", "C", "N", "H", "H", "H", "H", "H", "H", "H", "H", "H", "H", "H", "C", "C", "C", "O", "C", "N", "H", "H", "H", "H", "H", "H", "H", "H", "H", "H", "H"], "positions_angstrom": [[-1.56, 12.19, 25.31], [-2.03, 13.08, 25.21], [-0.61, 12.40, 25.59], [-1.52, 11.73, 24.42], [-2.01, 11.68, 26.06], [-4.76, 13.67, 27.22], [-4.34, 12.76, 27.28], [-4.35, 14.19, 26.45], [-4.52, 14.20, 28.04], [-5.76, 13.71, 27.11], [-3.25, 10.22, 28.29], [-4.06, 9.12, 27.88], [-3.44, 11.18, 27.28], [-3.65, 10.54, 29.82], [-4.86, 11.13, 29.99], [-3.74, 9.41, 30.59], [-2.83, 11.37, 30.43], [-3.56, 7.75, 27.98], [-4.55, 6.93, 27.29], [-4.71, 7.24, 26.26], [-4.25, 5.88, 27.26], [-5.47, 6.86, 27.87], [-3.41, 7.40, 29.00], [-2.60, 7.53, 27.52], [-2.25, 9.79, 28.31], [1.34, 12.58, 27.88], [0.64, 13.47, 28.71], [0.98, 12.80, 26.52], [2.88, 12.58, 28.33], [3.00, 12.15, 29.58], [3.58, 11.70, 27.64], [3.51, 13.70, 28.13], [-0.55, 12.99, 29.38], [-0.88, 14.02, 30.51], [-1.82, 13.71, 30.96], [-0.08, 14.10, 31.25], [-0.90, 15.05, 30.14], [-0.46, 11.98, 29.77], [-1.39, 13.04, 28.69], [0.94, 11.59, 28.09], [-3.64, 15.35, 24.47], [-4.74, 15.63, 25.36], [-2.70, 14.77, 25.36], [-4.10, 14.50, 23.21], [-5.28, 14.88, 22.69], [-3.25, 14.62, 22.21], [-4.20, 13.24, 23.56], [-5.60, 16.69, 25.01], [-6.52, 17.08, 26.21], [-7.24, 17.82, 25.85], [-7.02, 16.21, 26.62], [-5.86, 17.51, 26.96], [-6.23, 16.44, 24.16], [-5.10, 17.58, 24.62], [-3.26, 16.32, 24.15], [-3.82, 9.46, 24.04], [-3.11, 8.88, 25.06], [-4.90, 9.31, 24.12], [-3.78, 10.55, 24.00], [-3.47, 9.18, 23.05], [-3.46, 9.25, 25.88], [3.76, 16.10, 23.87], [2.68, 15.31, 24.67], [1.36, 15.42, 23.85], [1.03, 16.77, 24.00], [-0.08, 17.24, 23.21], [3.07, 13.88, 24.81], [4.76, 15.95, 24.27], [3.59, 17.18, 23.92], [3.73, 15.78, 22.83], [2.57, 15.71, 25.67], [0.58, 14.80, 24.29], [1.46, 15.03, 22.83], [0.15, 17.07, 22.15], [-0.31, 18.27, 23.47], [-1.02, 16.73, 23.41], [2.26, 13.43, 25.20], [3.77, 13.78, 25.53], [-0.45, 12.78, 21.68], [-1.11, 11.43, 21.69], [-0.41, 10.39, 20.74], [-1.00, 9.05, 20.89], [-2.09, 8.83, 19.94], [-1.06, 10.95, 23.04], [-0.46, 13.23, 20.69], [0.50, 12.78, 22.22], [-1.01, 13.50, 22.28], [-2.17, 11.45, 21.41], [0.62, 10.32, 21.09], [-0.27, 10.74, 19.72], [-1.91, 9.18, 18.93], [-3.02, 9.29, 20.28], [-2.24, 7.75, 20.01], [-1.47, 10.03, 22.99], [-0.09, 10.85, 23.31], [1.14, 9.02, 25.60], [2.05, 9.49, 24.43], [2.24, 8.61, 23.14], [3.06, 7.44, 23.37], [3.17, 6.80, 22.15], [1.69, 10.85, 24.06], [1.42, 8.06, 26.01], [0.14, 8.99, 25.17], [1.19, 9.79, 26.37], [3.05, 9.55, 24.85], [2.55, 9.23, 22.29], [1.23, 8.29, 22.86], [3.59, 7.50, 21.42], [2.27, 6.38, 21.70], [3.81, 5.93, 22.24], [1.65, 11.40, 24.90], [2.30, 11.38, 23.45]], "lowdin_charge": [0.285, 0.048, 0.061, 0.023, 0.070, 0.317, 0.056, 0.058, 0.140, 0.133, -0.379, -0.122, -0.240, -0.527, 0.112, 0.103, 0.140, -0.277, -0.098, 0.075, 0.079, 0.080, 0.112, 0.118, 0.144, -0.394, -0.104, -0.265, -0.630, 0.144, 0.129, 0.176, -0.232, -0.071, 0.053, 0.064, 0.067, 0.106, 0.101, 0.120, -0.375, -0.157, -0.235, -0.594, 0.125, 0.148, 0.159, -0.269, -0.062, 0.068, 0.060, 0.070, 0.099, 0.115, 0.125, -0.200, -0.100, 0.081, 0.060, 0.069, 0.037, -0.072, -0.380, -0.217, -0.189, -0.079, 0.038, 0.061, 0.063, 0.068, 0.135, 0.115, 0.110, 0.083, 0.082, 0.062, -0.002, 0.053, -0.052, -0.414, -0.149, -0.208, -0.092, 0.032, 0.084, 0.072, 0.063, 0.135, 0.103, 0.113, 0.078, 0.071, 0.082, 0.069, 0.037, -0.020, -0.388, -0.170, -0.159, -0.165, 0.032, 0.077, 0.066, 0.063, 0.124, 0.108, 0.113, 0.082, 0.084, 0.084, 0.037, 0.079], "lumo_ev": 2.2, "homo_lumo_gap_ha": 0.2672, "homo_energy_ev": -5.027, "total_charge": -1, "relative_energy_kcal_mol": 69.8}